A 11-piece molecular cluster, C42H60O20 overall at a distorted geometry, computed with ωB97M-V with the def2-TZVPD basis set.

Last columns: bonded neighbours and bond lengths (Å).
Geometry (Å):
1 O -1.26 0.50 -3.63  C2 1.225
2 C -1.00 -0.57 -4.16  O1 1.225, C3 1.433, C9 1.397
3 C 0.36 -1.01 -4.15  C2 1.433, C4 1.472, H11 1.186
4 C 0.92 -2.29 -4.61  C3 1.472, O5 1.378, C6 1.510
5 O 2.27 -2.55 -4.60  C4 1.378, H12 0.891
6 C -0.03 -3.23 -5.32  C4 1.510, O7 1.205, C8 1.441
7 O 0.33 -4.26 -5.85  C6 1.205
8 C -1.39 -2.80 -5.47  C6 1.441, C9 1.626, H13 1.098
9 C -1.93 -1.44 -4.75  C2 1.397, C8 1.626, O10 1.333
10 O -3.22 -1.13 -4.77  C9 1.333, H14 1.081
11 H 1.25 -0.43 -3.63  C3 1.186
12 H 2.82 -2.06 -4.09  O5 0.891
13 H -2.05 -3.49 -6.01  C8 1.098
14 H -3.41 -0.10 -4.52  O10 1.081
15 O -0.40 -5.18 -2.53  C16 1.195
16 C 0.66 -4.72 -2.22  O15 1.195, C17 1.394, C23 1.441
17 C 0.92 -3.49 -1.62  C16 1.394, C18 1.464, H25 1.063
18 C 2.24 -3.01 -1.22  C17 1.464, O19 1.403, C20 1.570
19 O 2.57 -1.82 -0.55  C18 1.403, H26 0.863
20 C 3.48 -3.87 -1.65  C18 1.570, O21 1.267, C22 1.475
21 O 4.69 -3.49 -1.53  C20 1.267
22 C 3.14 -5.13 -2.34  C20 1.475, C23 1.465, H27 1.113
23 C 1.77 -5.50 -2.70  C16 1.441, C22 1.465, O24 1.361
24 O 1.42 -6.68 -3.28  C23 1.361, H28 0.886
25 H -0.07 -3.11 -1.62  C17 1.063
26 H 1.84 -1.40 -0.36  O19 0.863
27 H 4.05 -5.66 -2.71  C22 1.113
28 H 0.58 -6.46 -3.44  O24 0.886
29 O -3.64 6.39 -5.17  C30 1.242
30 C -3.29 6.01 -4.04  O29 1.242, C31 1.396, C37 1.446
31 C -3.77 6.66 -2.90  C30 1.396, C32 1.523, H39 1.042
32 C -3.48 6.24 -1.46  C31 1.523, O33 1.338, C34 1.464
33 O -4.07 6.90 -0.46  C32 1.338, H40 1.038
34 C -2.55 5.15 -1.19  C32 1.464, O35 1.210, C36 1.454
35 O -2.29 4.66 -0.11  C34 1.210
36 C -2.13 4.40 -2.36  C34 1.454, C37 1.572, H41 1.132
37 C -2.62 4.75 -3.81  C30 1.446, C36 1.572, O38 1.393
38 O -2.14 4.23 -5.01  C37 1.393, H42 0.979
39 H -4.38 7.49 -3.06  C31 1.042
40 H -4.42 7.85 -0.68  O33 1.038
41 H -1.57 3.41 -2.32  C36 1.132
42 H -2.50 4.84 -5.67  O38 0.979
43 C 2.73 -1.43 3.04  C44 1.528, H47 0.965, H48 1.072, H49 1.270
44 C 2.80 -2.92 2.69  C43 1.528, C45 1.542, O46 1.260
45 C 4.15 -3.58 2.38  C44 1.542, H50 1.117, H51 1.030, H52 0.929
46 O 1.82 -3.67 2.44  C44 1.260
47 H 3.15 -1.38 3.91  C43 0.965
48 H 1.77 -0.99 2.86  C43 1.072
49 H 3.48 -0.60 2.43  C43 1.270
50 H 4.00 -4.69 2.36  C45 1.117
51 H 4.71 -3.47 3.24  C45 1.030
52 H 4.57 -3.34 1.58  C45 0.929
53 C -3.92 -4.26 1.85  C54 1.558, H57 1.090, H58 1.172, H59 1.025
54 C -2.72 -3.85 0.95  C53 1.558, C55 1.502, O56 1.173
55 C -1.38 -4.36 1.38  C54 1.502, H60 1.085, H61 1.132, H62 1.007
56 O -2.81 -3.19 -0.01  C54 1.173
57 H -4.87 -3.80 1.58  C53 1.090
58 H -3.71 -3.82 2.92  C53 1.172
59 H -4.02 -5.27 1.98  C53 1.025
60 H -0.69 -4.66 0.60  C55 1.085
61 H -1.49 -5.11 2.22  C55 1.132
62 H -0.86 -3.67 1.89  C55 1.007
63 C -5.24 -0.94 2.66  C64 1.561, H67 1.209, H68 1.217, H69 1.097
64 C -5.75 -0.35 1.30  C63 1.561, C65 1.532, O66 1.224
65 C -7.23 0.05 1.27  C64 1.532, H70 0.880, H71 1.050, H72 1.172
66 O -4.97 -0.12 0.39  C64 1.224
67 H -4.06 -0.75 2.83  C63 1.209
68 H -5.32 -2.16 2.66  C63 1.217
69 H -5.63 -0.62 3.63  C63 1.097
70 H -7.41 0.53 1.98  C65 0.880
71 H -7.88 -0.77 1.38  C65 1.050
72 H -7.47 0.75 0.36  C65 1.172
73 C 5.78 0.37 -4.25  C74 1.570, H77 1.130, H78 1.024, H79 1.176
74 C 4.54 0.27 -3.29  C73 1.570, C75 1.459, O76 1.263
75 C 4.36 1.32 -2.29  C74 1.459, H80 1.078, H81 1.279, H82 1.212
76 O 3.70 -0.66 -3.44  C74 1.263
77 H 6.05 -0.61 -4.74  C73 1.130
78 H 6.72 0.54 -3.89  C73 1.024
79 H 5.74 1.46 -4.69  C73 1.176
80 H 5.35 1.32 -1.86  C75 1.078
81 H 3.45 1.15 -1.41  C75 1.279
82 H 3.95 2.07 -3.14  C75 1.212
83 C -0.24 -0.14 5.70  C84 1.561, H87 0.986, H88 1.160, H89 1.191
84 C -1.16 -1.39 5.55  C83 1.561, C85 1.503, O86 1.178
85 C -1.82 -1.33 4.20  C84 1.503, H90 1.066, H91 1.018, H92 1.126
86 O -1.37 -2.24 6.34  C84 1.178
87 H 0.57 -0.27 6.25  C83 0.986
88 H -0.71 0.75 6.28  C83 1.160
89 H 0.13 0.17 4.62  C83 1.191
90 H -1.23 -1.22 3.32  C85 1.066
91 H -2.45 -0.60 3.89  C85 1.018
92 H -2.36 -2.32 4.21  C85 1.126
93 C -1.67 -0.03 0.17  C94 1.547, H97 1.006, H98 0.941, H99 1.130
94 C -0.20 0.45 0.22  C93 1.547, C95 1.551, O96 1.152
95 C 0.10 1.81 -0.47  C94 1.551, H100 1.010, H101 0.995, H102 1.082
96 O 0.66 -0.18 0.64  C94 1.152
97 H -1.78 -0.07 -0.82  C93 1.006
98 H -2.35 0.51 0.53  C93 0.941
99 H -1.83 -0.97 0.78  C93 1.130
100 H 1.03 2.08 -0.19  C95 1.010
101 H -0.44 2.48 0.03  C95 0.995
102 H 0.12 1.86 -1.55  C95 1.082
103 C -0.66 3.86 5.25  C104 1.592, H107 1.177, H108 1.080, H109 1.117
104 C -0.45 4.56 3.83  C103 1.592, C105 1.499, O106 1.264
105 C -0.35 3.54 2.74  C104 1.499, H110 1.210, H111 1.177, H112 0.966
106 O -0.25 5.79 3.63  C104 1.264
107 H -1.38 2.94 5.17  C103 1.177
108 H -1.06 4.61 5.91  C103 1.080
109 H 0.19 3.39 5.80  C103 1.117
110 H -0.78 4.13 1.78  C105 1.210
111 H -1.21 2.73 2.78  C105 1.177
112 H 0.43 2.99 2.58  C105 0.966
113 C 3.79 2.69 1.77  C114 1.564, H117 1.121, H118 1.074, H119 0.966
114 C 4.72 3.86 1.33  C113 1.564, C115 1.529, O116 1.236
115 C 6.22 3.55 1.26  C114 1.529, H120 1.051, H121 0.977, H122 1.160
116 O 4.19 4.94 1.07  C114 1.236
117 H 2.74 2.75 1.37  C113 1.121
118 H 3.74 2.67 2.85  C113 1.074
119 H 4.10 1.83 1.46  C113 0.966
120 H 6.58 3.25 0.32  C115 1.051
121 H 6.38 2.82 1.89  C115 0.977
122 H 7.04 4.36 1.34  C115 1.160

## Properties
E = -3140.38530 Eh
Net charge = 0
HOMO = -0.3100 Ha
E_LUMO = -2.44 eV
Spin multiplicity = 1
Energy above the lowest of the compared OMol25 structures with the same formula, charge and spin = 393.8 kJ/mol
Structure (SMILES) = O=C1C=C(O)C(=O)C=C1O.O=C1C=C(O)C(=O)C=C1O.O=C1C=C(O)C(=O)C=C1O.CC(C)=O.CC(C)=O.CC(C)=O.CC(C)=O.CC(C)=O.CC(C)=O.CC(C)=O.CC(C)=O